Computed, not measured: 9 unconnected molecules or ions with the total composition C28H55N2O35S8, with ωB97M-V/def2-TZVPD.

CARTESIAN COORDINATES (ANGSTROEM)
C 3.463 -0.474 2.900
C 2.943 0.095 1.616
O 3.060 1.272 1.386
O 2.330 -0.667 0.682
C 1.227 -1.456 1.145
C -0.123 -0.730 1.004
C 0.034 0.787 0.957
N -1.233 1.512 0.693
C -0.957 2.926 0.253
C -0.936 3.810 1.480
O -2.265 4.012 1.914
C -3.025 2.801 1.953
C -2.180 1.547 1.920
N -2.916 0.356 1.892
C -4.182 0.129 1.941
C -4.926 -0.193 0.678
C -4.974 0.095 3.210
H 4.428 -0.022 3.096
H 3.525 -1.558 2.884
H 2.774 -0.213 3.701
H 1.206 -2.349 0.527
H 1.356 -1.811 2.165
H -0.719 -0.975 1.883
H -0.710 -1.080 0.158
H 0.462 1.159 1.885
H 0.753 1.040 0.184
H -1.737 1.046 -0.066
H -1.770 3.243 -0.393
H -0.027 3.018 -0.299
H -0.513 4.781 1.238
H -0.310 3.405 2.280
H -3.708 2.838 1.099
H -3.598 2.827 2.876
H -1.507 1.534 2.782
H -4.176 -0.266 -0.100
H -5.348 -1.193 0.803
H -5.708 0.533 0.470
H -5.540 1.015 3.354
H -4.322 -0.112 4.052
H -5.695 -0.720 3.156
C -1.282 -4.255 -1.997
C -0.177 -3.272 -2.310
O -0.832 -2.226 -3.057
S -2.329 -2.063 -2.541
O -2.375 -0.990 -1.599
O -3.204 -2.106 -3.653
O -2.429 -3.416 -1.732
H -1.512 -4.886 -2.853
H -1.069 -4.880 -1.140
H 0.627 -3.706 -2.895
H 0.234 -2.829 -1.399
C 5.896 0.751 -0.689
C 5.526 -0.698 -0.448
O 6.521 -1.436 -1.158
S 7.918 -0.643 -1.126
O 8.722 -1.161 -0.082
O 8.393 -0.531 -2.452
O 7.324 0.767 -0.646
H 5.574 1.086 -1.677
H 5.495 1.418 0.067
H 4.537 -0.949 -0.820
H 5.596 -0.962 0.612
C 4.536 4.760 2.154
C 4.987 3.328 2.291
O 6.420 3.398 2.229
S 6.916 4.769 2.889
O 7.307 4.536 4.229
O 7.784 5.413 1.970
O 5.501 5.516 2.900
H 4.567 5.093 1.115
H 3.540 4.917 2.554
H 4.590 2.708 1.501
H 4.703 2.911 3.260
C -4.558 -6.837 -3.383
C -4.770 -8.264 -2.939
O -3.707 -8.503 -1.990
S -3.389 -7.156 -1.210
O -4.050 -7.154 0.041
O -1.989 -6.914 -1.307
O -4.145 -6.148 -2.187
H -3.755 -6.765 -4.119
H -5.461 -6.388 -3.783
H -4.706 -8.969 -3.762
H -5.724 -8.383 -2.427
C 2.985 8.013 5.104
C 1.729 8.822 5.350
O 0.794 8.321 4.374
S 1.055 6.776 4.124
O 0.155 6.007 4.904
O 1.190 6.560 2.724
O 2.496 6.692 4.799
H 3.540 8.382 4.240
H 3.641 7.976 5.968
H 1.878 9.887 5.211
H 1.318 8.637 6.344
C 11.577 5.732 1.533
C 10.562 6.763 1.971
O 11.278 7.585 2.907
S 12.816 7.679 2.481
O 13.031 8.876 1.753
O 13.611 7.344 3.604
O 12.811 6.460 1.445
H 11.694 4.943 2.279
H 11.337 5.288 0.572
H 9.692 6.322 2.440
H 10.245 7.391 1.135
C -6.132 -2.886 -6.753
C -5.937 -3.372 -5.332
O -6.686 -4.599 -5.280
S -6.630 -5.325 -6.705
O -5.616 -6.316 -6.669
O -7.958 -5.633 -7.091
O -6.099 -4.083 -7.548
H -7.106 -2.412 -6.887
H -5.349 -2.206 -7.075
H -6.312 -2.674 -4.589
H -4.890 -3.595 -5.123
C -10.038 -6.532 -4.192
C -10.287 -7.963 -3.773
O -9.256 -8.207 -2.798
S -8.937 -6.865 -1.996
O -9.620 -6.872 -0.757
O -7.538 -6.634 -2.081
O -9.662 -5.850 -2.986
H -9.208 -6.457 -4.896
H -10.919 -6.067 -4.626
H -10.197 -8.668 -4.594
H -11.260 -8.084 -3.295

* Kohn-Sham gap: 9.05 eV
* charge: +1
* HOMO: -11.83 eV
* calculated total energy: -7027.8444 Eh
* M: 1236.26 u

Computed, not measured: 7 unconnected molecules or ions with the total composition C28H55N6O4P, with ωB97M-V/def2-TZVPD.

CARTESIAN COORDINATES (ANGSTROEM)
C 6.178 0.789 -1.996
C 5.300 1.688 -2.976
O 6.211 2.322 -3.875
C 4.511 2.690 -2.049
O 3.301 3.200 -2.604
P 2.080 1.990 -2.842
C 0.718 0.704 -3.263
O 0.730 -0.447 -2.385
O 1.459 -1.456 -3.024
H 6.310 1.349 -1.034
H 7.167 0.544 -2.440
H 5.595 -0.131 -1.719
H 4.641 0.970 -3.522
H 5.821 2.418 -4.757
H 4.386 2.269 -1.010
H 5.194 3.578 -1.922
H 2.268 2.164 -4.263
H 2.787 1.010 -2.085
H 1.125 2.770 -2.110
H 0.928 0.331 -4.303
H -0.255 1.239 -3.192
H 1.990 -1.869 -2.319
C 2.580 3.465 2.519
C 3.876 4.009 3.114
C 5.093 3.756 2.220
C 5.288 2.299 2.023
N 5.433 1.164 1.869
H 2.617 2.379 2.402
H 1.737 3.692 3.174
H 2.380 3.909 1.541
H 4.036 3.552 4.095
H 3.770 5.084 3.274
H 5.991 4.174 2.679
H 4.958 4.232 1.246
C 4.880 -5.090 -3.039
C 5.756 -4.198 -2.167
C 5.301 -4.159 -0.705
C 3.920 -3.626 -0.616
N 2.846 -3.208 -0.546
H 3.851 -4.727 -3.081
H 5.258 -5.110 -4.063
H 4.867 -6.116 -2.662
H 5.755 -3.186 -2.581
H 6.786 -4.560 -2.208
H 5.965 -3.520 -0.121
H 5.324 -5.160 -0.270
C -4.188 -2.597 -2.165
C -4.550 -1.468 -3.127
C -3.474 -1.228 -4.186
C -2.206 -0.848 -3.513
N -1.225 -0.552 -2.970
H -3.281 -2.368 -1.599
H -4.990 -2.750 -1.443
H -4.027 -3.533 -2.706
H -4.714 -0.552 -2.557
H -5.493 -1.711 -3.621
H -3.777 -0.424 -4.860
H -3.313 -2.127 -4.786
C -4.588 1.980 0.035
C -3.575 0.992 -0.531
C -2.212 1.069 0.165
C -1.625 2.422 0.001
N -1.167 3.474 -0.126
H -4.264 3.013 -0.106
H -5.549 1.869 -0.471
H -4.743 1.812 1.101
H -3.454 1.182 -1.601
H -3.972 -0.021 -0.428
H -1.529 0.334 -0.267
H -2.314 0.854 1.231
C -3.763 0.704 5.861
C -2.325 0.827 5.369
C -1.959 2.253 4.948
C -2.834 2.697 3.836
N -3.515 3.042 2.971
H -4.480 0.952 5.075
H -3.970 -0.321 6.177
H -3.944 1.364 6.713
H -2.178 0.144 4.527
H -1.648 0.506 6.164
H -0.919 2.293 4.617
H -2.073 2.942 5.787
C -6.702 -3.529 3.031
C -5.263 -3.405 2.543
C -4.899 -1.980 2.116
C -5.772 -1.544 0.999
N -6.455 -1.202 0.131
H -7.416 -3.286 2.242
H -6.907 -4.552 3.351
H -6.887 -2.864 3.879
H -5.111 -4.091 1.705
H -4.587 -3.720 3.342
H -3.858 -1.940 1.788
H -5.018 -1.287 2.952

* Kohn-Sham gap: 8.12 eV
* charge: 0
* HOMO: -7.71 eV
* calculated total energy: -2070.4443 Eh
* M: 570.76 u